14
Properties=species:S:1:pos:R:3:forces:R:3:mulliken_charge:R:1 method="wB97M-V/def2-TZVPD" fmax_ev_per_a=3.4 e_tot_ev=-8727.098
C -0.654351 -0.014300 0.871231 -0.23 0.15 -1.53 0.22
C 1.358153 1.304542 -0.116394 0.56 -1.83 2.75 -1.17
C 1.162508 -1.271710 -0.156790 0.34 -2.16 -0.27 -1.22
C 0.521055 -0.036924 0.247045 -0.67 3.21 0.05 0.64
N -1.822542 -0.027228 1.228120 0.09 0.24 1.59 -0.58
N -2.982805 0.022200 0.040367 2.49 -0.69 -1.89 0.33
N -2.768366 -0.275621 -1.063543 -0.64 0.23 0.45 -0.46
H 0.887702 2.272852 -0.097286 -0.83 -0.03 -0.05 0.37
H 2.195476 1.405510 0.671153 -1.05 -0.32 -1.18 0.26
H 1.832364 1.139959 -1.059339 0.22 -0.09 -0.67 0.32
H 1.394542 -1.270642 -1.189505 0.32 0.64 -1.44 0.37
H 0.541073 -2.202355 -0.164189 0.44 0.78 1.00 0.35
H 2.152984 -1.382076 0.293967 -0.21 -0.40 0.42 0.30
H -3.817792 0.335798 0.495160 -0.82 0.27 0.76 0.27

***

14
Properties=species:S:1:pos:R:3:forces:R:3:mulliken_charge:R:1 method="wB97M-V/def2-TZVPD" fmax_ev_per_a=4.2 smiles=N#CC1(NN)CC1 e_tot_ev=-8728.460
N 2.652943 1.040689 -0.034420 -2.75 -1.01 0.15 -0.53
C 1.545588 0.667521 0.093935 3.69 1.78 -0.32 0.31
C 0.195214 0.257878 0.336938 1.38 1.52 -2.81 0.35
N 0.217325 -1.049760 0.753623 -1.91 -3.40 1.33 -0.20
N 0.074402 -2.010340 -0.384455 -1.84 -1.77 3.36 -0.60
C -0.849794 0.820338 -0.788304 2.43 0.24 0.29 -0.73
C -0.758064 1.332545 0.607137 -0.75 0.63 0.15 -0.58
H -0.550297 -1.289097 1.440754 1.07 0.45 -1.32 0.34
H 0.513378 -1.668157 -1.154486 1.76 1.48 -2.47 0.21
H 0.489132 -2.946805 -0.169732 -0.21 1.52 0.20 0.26
H -1.381979 -0.026963 -1.179058 -0.78 0.24 0.15 0.41
H -0.331921 1.519402 -1.484174 -0.70 -0.98 0.25 0.24
H -0.347327 2.374766 0.644261 -0.61 -1.25 0.51 0.26
H -1.468596 0.977984 1.317985 -0.79 0.57 0.53 0.25

***

14
Properties=species:S:1:pos:R:3:forces:R:3:mulliken_charge:R:1 method="wB97M-V/def2-TZVPD" fmax_ev_per_a=4.4 smiles="[H]/N=C/C[C@H](N)C#N" e_tot_ev=-8729.532
H 3.143430 -1.327088 -0.621265 -0.23 -0.76 -0.29 0.26
N 2.447012 -0.601240 -0.598023 2.86 1.23 -1.68 -0.54
C 1.428686 -0.785458 0.048477 -1.42 -2.53 2.83 -0.05
C 0.589386 0.362051 0.431804 -3.45 -1.77 -1.65 -0.77
C -0.896147 0.285667 -0.423231 3.38 2.00 -2.05 0.35
N -1.723740 1.467564 -0.251615 2.65 -1.43 -3.05 -0.53
C -1.449776 -0.916209 0.046438 -1.74 -3.12 1.69 0.14
N -1.798348 -1.916153 0.532522 0.47 1.65 -0.95 -0.46
H 1.175429 -1.818167 0.599149 0.32 1.99 -1.22 0.32
H 0.348825 0.139662 1.439835 -0.65 0.26 1.19 0.28
H 1.033316 1.305105 0.366962 0.76 1.33 -0.60 0.41
H -0.633008 0.080941 -1.606671 -0.46 0.72 2.86 0.20
H -2.410398 1.386439 0.381351 -2.69 -0.02 2.76 0.18
H -1.254671 2.336884 -0.345734 0.21 0.45 0.16 0.21

***

14
Properties=species:S:1:pos:R:3:forces:R:3:mulliken_charge:R:1 method="wB97M-V/def2-TZVPD" fmax_ev_per_a=0.8 e_tot_ev=-8727.283
C 1.298560 -1.346068 0.100215 0.01 0.02 0.06 -1.06
C 1.167947 -0.260261 -0.963888 0.22 -0.24 -0.30 -0.28
C -0.558478 1.280491 -0.690617 0.52 -0.24 0.36 0.48
C -1.752250 1.299936 -0.150756 0.05 0.01 -0.15 -0.69
N -1.616785 0.774612 1.256057 0.32 -0.21 0.52 0.37
N -0.609746 0.377575 1.784989 -0.77 0.10 0.03 -0.71
N 0.617619 1.014989 -0.495206 -0.58 0.33 -0.42 -0.34
H 1.782849 -2.209202 -0.371787 -0.03 0.14 0.09 0.37
H 1.898288 -1.028455 0.954672 -0.07 0.05 -0.11 0.30
H 0.323628 -1.665070 0.476123 0.12 0.11 -0.08 0.29
H 2.149147 -0.015494 -1.369853 0.02 -0.17 -0.06 0.30
H 0.536823 -0.639206 -1.772198 0.14 0.00 -0.03 0.31
H -2.721477 1.597289 -0.516651 0.16 0.07 0.12 0.42
H -2.516124 0.818864 1.758900 -0.10 0.04 -0.03 0.24

***

14
Properties=species:S:1:pos:R:3:forces:R:3:mulliken_charge:R:1 method="wB97M-V/def2-TZVPD" fmax_ev_per_a=0.6 smiles=CNc1cc[nH]n1 e_tot_ev=-8730.939
C 2.304313 0.121456 0.256592 0.09 0.00 0.15 -0.81
N 1.183889 0.207170 -0.644824 -0.10 0.24 -0.12 -0.21
C -0.148227 0.205169 -0.277794 0.03 -0.06 -0.13 0.51
C -0.788084 -0.499413 0.782901 0.01 -0.08 -0.08 -0.23
C -2.107505 -0.523243 0.401930 -0.02 0.04 0.00 -0.71
N -2.218657 0.211417 -0.723366 -0.20 -0.02 0.13 0.22
N -1.030692 0.715116 -1.132246 0.15 -0.27 0.13 -0.82
H 2.222698 -0.759667 0.904874 -0.09 0.16 -0.10 0.27
H 3.211968 -0.008836 -0.342775 -0.16 0.04 0.15 0.32
H 2.435093 1.011283 0.888680 -0.02 -0.11 0.00 0.27
H 1.327493 0.725151 -1.497056 0.08 0.06 0.09 0.24
H -0.390420 -0.876266 1.714824 0.14 -0.28 -0.40 0.34
H -2.927068 -1.139191 0.740652 -0.09 0.43 0.37 0.38
H -3.074798 0.609859 -1.072390 0.18 -0.17 -0.19 0.23

***

14
Properties=species:S:1:pos:R:3:forces:R:3:mulliken_charge:R:1 method="wB97M-V/def2-TZVPD" fmax_ev_per_a=0.3 smiles=CCc1c[nH]nn1 e_tot_ev=-8730.709
C 1.725702 0.869816 -1.057811 0.10 -0.03 -0.05 -0.99
C 0.421195 0.998245 -0.260087 -0.01 0.08 0.24 -0.27
C -0.348723 -0.251173 0.062846 -0.09 0.01 0.23 0.11
C -1.591596 -0.310531 0.649825 0.14 -0.09 0.03 -0.32
N -1.664781 -1.573802 1.125500 -0.11 -0.09 -0.06 0.25
N -0.566726 -2.273521 0.837397 -0.06 0.15 -0.11 -0.75
N 0.229636 -1.480234 0.190255 -0.03 0.16 0.10 -0.09
H 2.524545 1.384385 -0.516088 -0.04 -0.08 -0.16 0.26
H 2.033215 -0.171037 -1.178662 -0.11 0.10 0.03 0.35
H 1.662162 1.334157 -2.045939 -0.10 -0.16 0.10 0.26
H 0.681023 1.354134 0.742859 0.03 0.28 -0.16 0.19
H -0.246510 1.757038 -0.685504 0.10 -0.19 0.02 0.37
H -2.379081 0.415533 0.790381 0.16 -0.10 0.00 0.41
H -2.380372 -1.993353 1.698659 0.03 -0.02 -0.21 0.22

***

14
Properties=species:S:1:pos:R:3:forces:R:3:mulliken_charge:R:1 method="wB97M-V/def2-TZVPD" fmax_ev_per_a=1.2 smiles="CC/N=C(/N)C#N" e_tot_ev=-8731.210
C 0.974162 1.717907 0.276734 0.06 0.00 0.01 -0.97
C -0.460693 1.201673 0.196501 -0.02 0.15 -0.07 -0.46
N -0.580760 -0.144174 0.731935 0.01 -0.32 -0.32 -0.60
C -0.452271 -1.157899 -0.018212 -0.08 0.21 0.24 0.73
N -0.722891 -2.431069 0.438834 0.12 -0.06 0.11 -0.48
C -0.070773 -1.107982 -1.436021 0.33 0.11 -1.00 0.08
N 0.282302 -1.068768 -2.537702 -0.39 -0.01 1.15 -0.39
H 1.619603 1.180513 -0.427012 -0.09 0.07 0.12 0.28
H 1.376168 1.584222 1.286415 -0.08 0.03 -0.14 0.31
H 1.008037 2.783721 0.026411 0.00 -0.17 0.03 0.32
H -0.822322 1.263799 -0.840616 0.07 -0.03 0.12 0.35
H -1.115444 1.832750 0.806406 0.11 -0.05 -0.12 0.30
H -0.841756 -2.455032 1.442645 0.01 -0.06 -0.08 0.28
H -0.193362 -3.199660 0.053683 -0.05 0.14 -0.03 0.25

***

14
Properties=species:S:1:pos:R:3:forces:R:3:mulliken_charge:R:1 method="wB97M-V/def2-TZVPD" fmax_ev_per_a=1.0 e_tot_ev=-8727.224
C 0.678094 -1.433031 0.022506 0.02 -0.09 -0.05 -0.92
C 1.571568 0.753199 0.490677 -0.04 0.17 -0.10 -0.69
N 0.520009 -0.080716 0.581140 0.11 -0.02 0.18 -0.09
C -1.016886 0.543088 -0.374925 0.12 0.34 -0.39 0.35
N -0.600267 1.379372 -1.212315 -0.45 -0.35 0.35 -0.53
C -2.334347 0.164428 0.009215 -0.89 -0.31 0.31 0.23
N -3.324356 -0.228347 0.479139 0.92 0.30 -0.41 -0.45
H -0.286927 -1.946814 0.006590 0.13 0.13 0.02 0.29
H 1.397615 -1.976438 0.637400 -0.08 0.00 -0.12 0.37
H 1.060127 -1.337939 -0.997234 -0.08 0.02 0.20 0.35
H 2.101036 0.754526 -0.451324 0.04 -0.08 0.08 0.23
H 1.504083 1.676983 1.052143 0.03 -0.13 -0.04 0.31
H 0.081521 -0.101025 1.493580 0.05 -0.02 -0.01 0.30
H -1.351270 1.832714 -1.736593 0.12 0.05 -0.03 0.25

***

14
Properties=species:S:1:pos:R:3:forces:R:3:mulliken_charge:R:1 method="wB97M-V/def2-TZVPD" fmax_ev_per_a=3.5 smiles=N#C[C@@H]1CCNN1 e_tot_ev=-8729.182
N -2.894696 0.245709 -0.581015 -0.82 -0.06 -0.02 -0.47
C -2.049067 0.120545 0.180119 1.08 0.05 -0.53 0.07
C -0.712240 0.059168 0.833991 -0.19 -0.07 -2.95 0.05
C 0.272821 0.965169 -0.010486 -1.19 3.33 0.25 -0.42
C 1.288464 -0.021846 -0.616637 1.25 2.51 -1.14 -0.51
N 0.635883 -1.334130 -0.489575 0.31 -0.11 -2.14 -0.33
N -0.176952 -1.322064 0.622950 -0.64 0.50 2.83 -0.41
H -0.911806 0.461381 1.781268 0.60 -0.23 1.92 0.34
H 0.804900 1.810141 0.679659 -1.38 -2.04 -1.67 0.26
H -0.426551 1.539714 -0.811789 2.04 -1.26 1.74 0.30
H 1.535110 0.355431 -1.720962 -0.62 -1.43 2.21 0.24
H 2.284871 0.195472 -0.030716 -1.71 -1.45 -0.96 0.24
H -0.005875 -1.529137 -1.307930 1.26 0.46 1.09 0.33
H 0.355134 -1.545548 1.471128 0.00 -0.19 -0.63 0.30

***

14
Properties=species:S:1:pos:R:3:forces:R:3:mulliken_charge:R:1 method="wB97M-V/def2-TZVPD" fmax_ev_per_a=1.1 e_tot_ev=-8725.756
C -1.472656 0.663806 -0.489253 0.02 0.38 -0.44 -0.67
C -1.129098 -0.843049 0.902499 0.07 -0.42 0.30 -0.95
N -0.084553 0.158375 0.481896 -0.10 0.18 0.05 -0.18
C 1.156651 -0.225080 -0.074281 -0.16 -0.28 -0.21 0.59
N 1.316317 -1.402747 -0.531481 0.10 0.43 0.10 -0.59
C 2.110647 0.864079 -0.205234 0.73 0.76 -0.08 0.07
N 2.871454 1.733165 -0.286806 -0.75 -0.82 0.09 -0.38
H -0.948928 1.494342 -0.990243 -0.06 -0.10 0.06 0.32
H -2.352044 1.032089 0.029751 0.22 -0.11 -0.02 0.29
H -1.722477 -0.110616 -1.207186 0.06 0.09 0.19 0.33
H -0.992777 -1.709741 0.262330 -0.05 0.06 0.08 0.28
H -0.986657 -1.099181 1.957216 0.00 -0.01 -0.08 0.27
H 0.003243 0.941585 1.120574 -0.03 -0.11 -0.10 0.35
H 2.230881 -1.497032 -0.969786 -0.06 -0.03 0.05 0.25

***

14
Properties=species:S:1:pos:R:3:forces:R:3:mulliken_charge:R:1 method="wB97M-V/def2-TZVPD" fmax_ev_per_a=0.5 e_tot_ev=-8726.963
C 1.530175 0.433003 0.205949 0.28 0.15 0.21 -0.87
N 1.743595 -0.407335 -0.988853 0.02 -0.06 -0.30 -0.67
C 0.400819 -0.249942 -0.558876 0.21 -0.10 0.25 0.64
N -0.551451 0.593527 -1.176317 0.14 0.03 0.06 -0.80
N -1.361957 0.689683 0.002418 -0.40 0.20 0.25 0.13
C -1.485432 -0.690764 0.579049 0.19 -0.12 0.00 -0.46
C -0.364130 -1.296473 0.221143 -0.13 0.15 0.11 -0.27
H -0.806683 1.203855 0.726503 -0.38 0.16 -0.10 0.32
H 1.961520 0.052611 1.129341 -0.02 -0.07 -0.18 0.27
H 1.574767 1.513756 0.069907 0.02 -0.21 0.00 0.32
H 1.906313 0.185458 -1.796852 -0.03 -0.07 -0.04 0.32
H -2.235218 1.179617 -0.178425 0.07 -0.17 -0.06 0.29
H -2.295213 -0.927210 1.254544 0.06 -0.02 -0.15 0.39
H -0.017100 -2.279792 0.510463 -0.04 0.13 -0.05 0.41

***

14
Properties=species:S:1:pos:R:3:forces:R:3:mulliken_charge:R:1 method="wB97M-V/def2-TZVPD" fmax_ev_per_a=0.8 smiles="[H]/N=C(/CN)CC#N" e_tot_ev=-8730.991
H 1.200785 -2.499633 -0.451554 -0.31 0.11 -0.10 0.24
N 1.356073 -1.679096 0.130227 0.69 -0.42 0.16 -0.69
C 0.505018 -0.764156 0.040360 -0.31 0.24 0.00 0.52
C 0.645884 0.465071 0.896580 0.27 0.07 0.27 -0.69
N 0.268439 1.646814 0.137633 0.32 0.24 -0.10 -0.50
C -0.696563 -0.751310 -0.893336 0.52 -0.52 -0.39 -0.42
C -1.828147 -0.063262 -0.329280 -0.44 0.02 0.02 0.27
N -2.745872 0.449818 0.119496 -0.46 0.14 0.22 -0.43
H -0.061476 0.357879 1.724981 0.04 0.02 0.00 0.34
H 1.662969 0.483500 1.319855 -0.29 -0.08 -0.10 0.34
H 1.020834 1.928181 -0.481624 -0.03 0.07 0.11 0.21
H 0.059816 2.422828 0.752414 -0.03 -0.02 -0.10 0.20
H -0.984699 -1.774448 -1.162641 0.09 0.19 0.03 0.37
H -0.403061 -0.222186 -1.803109 -0.06 -0.05 -0.03 0.24

***

Copy entry 12 word for word.
14
Properties=species:S:1:pos:R:3:forces:R:3:mulliken_charge:R:1 method="wB97M-V/def2-TZVPD" fmax_ev_per_a=0.8 smiles="[H]/N=C(/CN)CC#N" e_tot_ev=-8730.991
H 1.200785 -2.499633 -0.451554 -0.31 0.11 -0.10 0.24
N 1.356073 -1.679096 0.130227 0.69 -0.42 0.16 -0.69
C 0.505018 -0.764156 0.040360 -0.31 0.24 0.00 0.52
C 0.645884 0.465071 0.896580 0.27 0.07 0.27 -0.69
N 0.268439 1.646814 0.137633 0.32 0.24 -0.10 -0.50
C -0.696563 -0.751310 -0.893336 0.52 -0.52 -0.39 -0.42
C -1.828147 -0.063262 -0.329280 -0.44 0.02 0.02 0.27
N -2.745872 0.449818 0.119496 -0.46 0.14 0.22 -0.43
H -0.061476 0.357879 1.724981 0.04 0.02 0.00 0.34
H 1.662969 0.483500 1.319855 -0.29 -0.08 -0.10 0.34
H 1.020834 1.928181 -0.481624 -0.03 0.07 0.11 0.21
H 0.059816 2.422828 0.752414 -0.03 -0.02 -0.10 0.20
H -0.984699 -1.774448 -1.162641 0.09 0.19 0.03 0.37
H -0.403061 -0.222186 -1.803109 -0.06 -0.05 -0.03 0.24